Here is C5H8O2 as an isolated structure from OMol25. Energies are from the ωB97M-V functional and the def2-TZVPD basis.

Lowest unoccupied orbital energy (eV): 0.68
E_HOMO (eV): -8.94
DFT total energy (hartree): -345.65819

Atoms and positions in Å:
C -0.223 -1.367 -0.810
C 0.267 -0.194 0.008
C 0.107 1.202 -0.547
C 1.476 0.567 -0.440
O 0.119 -0.392 1.384
C -1.488 0.225 2.034
O -2.489 -0.164 1.622
H -1.296 -1.526 -0.653
H 0.305 -2.278 -0.510
H -0.051 -1.200 -1.879
H -0.333 1.322 -1.534
H -0.117 2.016 0.140
H 1.979 0.258 -1.353
H 2.132 0.934 0.344
H -0.388 0.597 2.193